1.
ORCA calculation (ωB97M-V/def2-TZVPD) on a molecular structure, C42H36ClN6O6PS4Zr.

CARTESIAN COORDINATES (ANGSTROEM)
Zr  0.100  -0.716  -0.318
O  -1.216  -3.647  4.836
C  -1.204  -2.351  5.131
O  -1.550  -1.931  6.196
C  -0.757  -1.399  4.059
C  -0.494  -0.050  4.258
Cl  -0.475  0.836  5.687
N  -0.182  0.511  3.069
N  -0.224  -0.413  2.081
C  -0.562  -1.554  2.688
C  -0.660  -2.732  1.792
O  -0.712  -3.877  2.156
O  -0.704  -2.340  0.529
C  0.285  1.856  2.900
C  -0.562  2.906  3.212
C  -0.076  4.202  3.136
C  1.242  4.430  2.754
C  2.080  3.361  2.459
C  1.604  2.060  2.543
H  -0.955  -3.835  3.912
H  -1.579  2.705  3.523
H  -0.718  5.035  3.388
H  1.623  5.441  2.708
H  3.115  3.542  2.199
H  2.248  1.212  2.370
C  -3.221  -2.794  -0.705
C  -2.592  -2.124  -1.881
N  -1.483  -1.404  -1.939
C  -1.193  -1.047  -3.251
C  -2.086  -1.480  -4.170
S  -3.319  -2.360  -3.398
C  0.010  -0.266  -3.502
C  0.526  0.077  -4.705
S  1.870  1.097  -4.483
C  1.704  1.004  -2.795
N  0.696  0.240  -2.409
C  2.643  1.764  -1.921
H  -3.112  -2.235  0.216
H  -2.740  -3.762  -0.550
H  -4.280  -2.960  -0.898
H  -2.085  -1.313  -5.234
H  0.176  -0.197  -5.686
H  2.978  2.668  -2.430
H  3.528  1.169  -1.694
H  2.168  2.036  -0.982
O  5.470  -2.534  0.145
C  5.467  -1.256  0.544
C  6.664  -0.755  1.061
C  6.756  0.554  1.471
C  5.656  1.413  1.377
C  4.469  0.922  0.892
C  4.339  -0.415  0.479
C  3.054  -0.901  -0.010
O  1.950  -0.173  0.187
N  2.960  -2.031  -0.622
N  1.645  -2.337  -1.001
C  1.527  -3.585  -1.361
S  2.848  -4.696  -1.215
C  2.023  -6.062  -2.074
C  0.539  -5.957  -1.798
S  0.068  -4.223  -2.043
H  4.612  -2.736  -0.273
H  7.512  -1.424  1.118
H  7.695  0.924  1.860
H  5.745  2.447  1.680
H  3.610  1.571  0.800
H  2.436  -6.990  -1.681
H  2.245  -5.991  -3.137
H  0.293  -6.236  -0.774
H  -0.049  -6.555  -2.492
C  -0.493  3.263  -0.331
P  -1.410  1.702  -0.441
C  -2.308  1.814  -2.022
C  -1.692  2.351  -3.153
C  -2.368  2.400  -4.362
C  -3.662  1.905  -4.457
C  -4.283  1.375  -3.335
C  -3.613  1.333  -2.121
C  -2.700  1.774  0.826
C  -3.184  0.564  1.323
C  -4.176  0.537  2.290
C  -4.692  1.734  2.769
C  -4.223  2.944  2.277
C  -3.227  2.968  1.312
H  -1.165  4.116  -0.407
H  0.230  3.330  -1.143
H  0.048  3.295  0.614
H  -0.687  2.753  -3.097
H  -1.891  2.840  -5.228
H  -4.194  1.956  -5.398
H  -5.302  1.015  -3.399
H  -4.121  0.947  -1.246
H  -2.767  -0.365  0.946
H  -4.544  -0.404  2.676
H  -5.463  1.722  3.528
H  -4.633  3.874  2.649
H  -2.868  3.920  0.942

Energy relative to the best compared isomer or geometry (same formula, charge and spin) = 0.0 kcal/mol
Charge = +2
E_LUMO = -5.845 eV
HOMO energy = -12.815 eV
Orbital gap = 0.2562 hartree
Spin multiplicity = 1
Calculated total energy = -4843.23032 Ha
Strongest force on any atom = 0.0109 hartree/bohr



2.
ORCA calculation (ωB97M-V/def2-TZVPD) on a molecular structure, C42H36KN5O6SSe.

CARTESIAN COORDINATES (ANGSTROEM)
K  0.737  0.398  -0.221
O  -6.144  1.694  -3.422
C  -5.178  2.499  -2.736
C  -3.861  1.785  -2.697
C  -2.702  2.418  -3.088
C  -1.491  1.760  -2.904
N  -1.381  0.548  -2.385
C  -2.511  -0.079  -2.025
C  -3.762  0.501  -2.166
C  -2.374  -1.393  -1.341
C  -3.345  -2.387  -1.457
C  -3.225  -3.545  -0.700
C  -4.249  -4.643  -0.807
O  -4.627  -4.932  -2.150
C  -2.144  -3.652  0.165
C  -1.220  -2.617  0.204
N  -1.315  -1.535  -0.550
H  -7.000  2.120  -3.326
H  -5.502  2.679  -1.705
H  -5.055  3.468  -3.227
H  -2.708  3.433  -3.468
H  -0.563  2.255  -3.169
H  -4.647  -0.010  -1.812
H  -4.181  -2.256  -2.134
H  -5.167  -4.350  -0.294
H  -3.868  -5.545  -0.316
H  -3.847  -4.815  -2.703
H  -2.015  -4.524  0.795
H  -0.379  -2.647  0.888
O  5.716  0.831  0.035
C  4.665  0.884  -0.634
O  4.043  -0.039  -1.198
C  4.060  2.306  -0.794
C  4.719  3.390  -0.219
C  4.168  4.657  -0.326
C  2.969  4.809  -1.004
C  2.386  3.677  -1.553
N  2.911  2.457  -1.462
H  5.639  3.190  0.310
H  4.657  5.511  0.129
H  2.469  5.765  -1.086
H  1.430  3.757  -2.059
O  -1.941  0.209  1.787
C  -0.948  0.196  2.529
O  0.256  0.002  2.204
C  -1.199  0.429  4.027
C  -2.498  0.511  4.515
C  -2.731  0.702  5.870
C  -1.663  0.822  6.751
C  -0.363  0.749  6.269
C  -0.135  0.551  4.913
H  -3.307  0.428  3.800
H  -3.748  0.765  6.242
H  -1.844  0.979  7.809
H  0.475  0.853  6.950
H  0.869  0.494  4.511
N  1.860  -2.089  -0.784
S  2.936  -2.143  0.354
C  4.369  -3.082  -0.190
C  5.201  -3.755  0.695
C  6.327  -4.405  0.212
C  6.620  -4.372  -1.145
C  5.794  -3.677  -2.017
C  4.668  -3.021  -1.542
C  2.302  -3.277  1.617
C  2.151  -4.642  1.400
C  1.463  -5.413  2.323
C  0.916  -4.817  3.455
C  1.058  -3.453  3.662
C  1.755  -2.677  2.744
H  1.652  -3.025  -1.136
H  4.970  -3.771  1.753
H  6.980  -4.932  0.897
H  7.503  -4.875  -1.521
H  6.038  -3.624  -3.071
H  4.032  -2.422  -2.182
H  2.571  -5.091  0.506
H  1.342  -6.477  2.158
H  0.364  -5.420  4.167
H  0.605  -2.976  4.522
H  1.801  -1.600  2.862
Se  -1.275  4.426  -0.429
C  -1.732  5.602  -1.807
C  -2.802  6.513  -1.686
C  -3.143  7.343  -2.735
N  -2.522  7.371  -3.922
C  -1.502  6.517  -4.040
C  -1.080  5.643  -3.052
H  -3.363  6.555  -0.760
H  -3.975  8.035  -2.620
H  -0.982  6.527  -4.996
H  -0.236  4.993  -3.254

Charge = -2
E_LUMO = 3.669 eV
HOMO energy = -1.795 eV
Orbital gap = 0.2008 hartree
Spin multiplicity = 1
Calculated total energy = -5746.98289 Ha
Strongest force on any atom = 0.0137 hartree/bohr



3.
ORCA calculation (ωB97M-V/def2-TZVPD) on a molecular structure, C42H37BBr2N13OTa.

CARTESIAN COORDINATES (ANGSTROEM)
Ta  -0.476  0.589  -0.025
C  3.434  1.528  1.386
C  2.888  0.151  1.325
C  3.707  -1.000  1.386
C  2.852  -2.049  1.458
N  1.577  -1.558  1.469
N  1.595  -0.181  1.312
B  0.460  -2.240  2.045
N  0.442  -2.764  -1.048
C  -0.032  -3.116  -2.192
C  -0.226  -2.299  -3.327
C  -0.396  -0.962  -3.082
C  -0.958  -0.008  -4.083
N  -0.030  -0.443  -1.878
N  -0.751  -1.492  2.364
C  -1.636  -1.910  3.302
C  -2.652  -1.004  3.389
C  -2.356  -0.017  2.450
C  -3.213  1.149  2.142
N  -1.177  -0.283  1.844
N  0.466  -3.633  2.359
C  1.406  -4.484  2.897
C  0.876  -5.731  2.907
C  -0.427  -5.595  2.345
C  -1.431  -6.667  2.103
N  -0.679  -4.343  2.036
H  4.398  1.491  1.892
H  2.778  2.171  1.959
H  3.605  1.955  0.398
H  4.784  -1.022  1.410
H  3.038  -3.107  1.520
H  -0.374  -4.150  -2.167
H  -0.488  -2.736  -4.277
H  -1.428  -0.548  -4.900
H  -0.140  0.598  -4.480
H  -1.687  0.672  -3.647
H  -1.469  -2.834  3.828
H  -3.504  -1.035  4.046
H  -4.197  1.010  2.583
H  -3.335  1.300  1.068
H  -2.774  2.042  2.578
H  2.343  -4.127  3.292
H  1.335  -6.627  3.287
H  -1.277  -7.502  2.784
H  -1.345  -7.051  1.086
H  -2.440  -6.286  2.246
C  0.344  5.138  3.467
C  1.383  4.704  2.660
C  1.133  3.847  1.596
C  -0.157  3.395  1.350
C  -1.209  3.907  2.106
C  -0.959  4.756  3.171
N  -0.457  2.585  0.174
C  -1.040  3.363  -0.851
C  -0.826  4.728  -1.059
C  -1.512  5.350  -2.087
C  -2.419  4.654  -2.895
C  -2.657  3.314  -2.683
C  -1.938  2.688  -1.664
N  -2.096  1.356  -1.252
N  -3.090  0.739  -1.754
C  -3.216  -0.550  -1.280
C  -4.337  -1.276  -1.665
C  -4.492  -2.553  -1.164
C  -3.508  -3.042  -0.313
C  -2.418  -2.255  0.006
N  -2.246  -1.002  -0.458
H  0.540  5.805  4.294
H  2.391  5.055  2.839
H  1.939  3.581  0.932
H  -2.228  3.710  1.805
H  -1.783  5.146  3.753
H  -0.164  5.294  -0.419
H  -1.351  6.405  -2.261
H  -2.946  5.178  -3.680
H  -3.373  2.762  -3.273
H  -5.055  -0.815  -2.329
H  -5.355  -3.150  -1.427
H  -3.565  -4.034  0.114
H  -1.658  -2.687  0.638
Br  3.128  -3.853  -1.884
C  3.229  -1.980  -2.022
C  4.494  -1.544  -2.488
C  4.783  -0.224  -2.646
Br  6.461  0.258  -3.324
C  3.827  0.768  -2.288
C  4.065  2.147  -2.477
C  3.105  3.045  -2.124
C  1.949  2.564  -1.493
N  1.689  1.293  -1.266
C  2.586  0.366  -1.745
C  2.297  -1.028  -1.699
O  0.951  -1.305  -1.243
H  5.225  -2.297  -2.747
H  5.003  2.467  -2.910
H  3.228  4.106  -2.283
H  1.216  3.269  -1.142

Energy relative to the best compared isomer or geometry (same formula, charge and spin) = 138.8 kcal/mol
Charge = +3
E_LUMO (alpha / beta) = -8.895 / -9.487 eV
HOMO energy (alpha / beta) = -15.314 / -15.805 eV
Orbital gap (alpha / beta) = 0.2359 / 0.2322 hartree
Spin multiplicity = 2
⟨S²⟩ = 0.80
Calculated total energy = -7638.75335 Ha
Strongest force on any atom = 0.0183 hartree/bohr



4.
ORCA calculation (ωB97M-V/def2-TZVPD) on a molecular structure, C42H37CdN2P2S.

CARTESIAN COORDINATES (ANGSTROEM)
Cd  0.264  -1.276  -0.897
C  3.365  0.124  -0.508
C  3.446  -0.989  -1.505
C  4.662  -1.260  -2.155
C  4.732  -2.317  -3.019
C  3.599  -3.126  -3.242
C  3.644  -4.235  -4.103
C  2.534  -5.021  -4.257
C  1.357  -4.711  -3.579
C  1.244  -3.607  -2.751
S  -0.315  -3.335  -2.014
C  2.396  -2.784  -2.552
N  2.364  -1.717  -1.715
H  4.162  0.845  -0.671
H  3.479  -0.291  0.494
H  2.399  0.626  -0.565
H  5.521  -0.636  -1.966
H  5.650  -2.561  -3.537
H  4.564  -4.454  -4.622
H  2.561  -5.878  -4.912
H  0.491  -5.340  -3.705
C  -2.051  1.838  -0.011
N  -1.711  1.425  1.333
C  -0.328  1.274  1.677
P  0.184  -0.552  1.673
C  1.628  -0.695  2.771
C  1.837  0.066  3.917
C  2.962  -0.158  4.692
C  3.879  -1.133  4.336
C  3.668  -1.903  3.203
C  2.548  -1.684  2.423
C  -1.141  -1.425  2.559
C  -2.281  -1.742  1.822
C  -3.305  -2.462  2.408
C  -3.186  -2.893  3.720
C  -2.046  -2.595  4.448
C  -1.021  -1.865  3.874
C  -2.658  1.609  2.350
C  -2.368  1.252  3.669
C  -3.298  1.426  4.675
C  -4.545  1.954  4.401
C  -4.848  2.302  3.099
C  -3.922  2.143  2.084
P  -0.871  1.221  -1.317
C  0.233  2.621  -1.744
C  0.034  3.954  -1.406
C  0.926  4.917  -1.847
C  2.030  4.563  -2.605
C  2.228  3.235  -2.955
C  1.330  2.273  -2.532
C  -1.938  1.250  -2.794
C  -2.757  2.339  -3.083
C  -3.580  2.298  -4.192
C  -3.572  1.188  -5.024
C  -2.728  0.122  -4.761
C  -1.912  0.149  -3.644
H  -2.150  2.935  -0.091
H  -3.018  1.390  -0.283
H  -0.108  1.733  2.644
H  0.302  1.768  0.925
H  1.129  0.825  4.218
H  3.119  0.427  5.586
H  4.759  -1.295  4.941
H  4.372  -2.675  2.931
H  2.369  -2.285  1.535
H  -2.358  -1.427  0.783
H  -4.186  -2.708  1.837
H  -3.971  -3.484  4.168
H  -1.947  -2.944  5.465
H  -0.130  -1.646  4.446
H  -1.416  0.818  3.931
H  -3.034  1.146  5.683
H  -5.270  2.086  5.187
H  -5.816  2.715  2.858
H  -4.204  2.455  1.092
H  -0.808  4.263  -0.806
H  0.744  5.951  -1.598
H  2.722  5.326  -2.931
H  3.075  2.950  -3.559
H  1.465  1.232  -2.820
H  -2.753  3.210  -2.443
H  -4.230  3.133  -4.408
H  -4.227  1.159  -5.881
H  -2.712  -0.733  -5.420
H  -1.260  -0.695  -3.424

Charge = +1
E_LUMO = -2.519 eV
HOMO energy = -9.902 eV
Orbital gap = 0.2713 hartree
Spin multiplicity = 1
Calculated total energy = -2980.69817 Ha
Strongest force on any atom = 0.0204 hartree/bohr



5.
ORCA calculation (ωB97M-V/def2-TZVPD) on a molecular structure, C42H37N4PdSb.

CARTESIAN COORDINATES (ANGSTROEM)
Pd  -0.282  -0.665  -0.576
C  -4.081  0.076  3.467
C  -4.000  0.057  2.078
C  -2.836  -0.332  1.453
C  -1.718  -0.715  2.216
C  -1.807  -0.698  3.622
C  -2.986  -0.320  4.225
N  -0.597  -1.115  1.566
N  0.381  -1.731  2.109
C  1.364  -2.310  1.433
C  2.313  -3.105  2.117
C  3.306  -3.723  1.406
C  3.370  -3.556  0.017
C  2.418  -2.763  -0.589
N  1.455  -2.149  0.084
H  -4.992  0.385  3.953
H  -4.858  0.339  1.485
H  -2.779  -0.408  0.364
H  -0.942  -0.990  4.199
H  -3.057  -0.358  5.301
H  2.196  -3.212  3.185
H  4.031  -4.340  1.914
H  4.137  -4.032  -0.568
H  2.416  -2.609  -1.660
N  -5.420  -8.828  -2.740
C  -4.892  -7.844  -2.490
C  -4.186  -6.665  -2.160
C  -3.461  -5.984  -3.149
C  -2.778  -4.837  -2.823
C  -2.797  -4.357  -1.500
C  -3.529  -5.040  -0.515
C  -4.206  -6.192  -0.839
C  -2.051  -3.209  -1.181
C  -1.450  -2.177  -0.952
H  -3.451  -6.357  -4.162
H  -2.227  -4.294  -3.574
H  -3.545  -4.657  0.492
H  -4.761  -6.730  -0.085
C  1.434  4.651  0.436
C  2.752  3.990  0.684
C  3.846  4.777  1.030
C  5.098  4.231  1.238
C  5.287  2.867  1.100
C  4.213  2.060  0.760
C  2.962  2.619  0.553
Sb  1.288  1.397  -0.065
C  1.174  2.129  -2.153
C  0.215  3.019  -2.602
C  0.257  3.459  -3.916
C  1.237  2.984  -4.768
C  2.182  2.083  -4.311
C  2.161  1.621  -2.999
C  3.182  0.626  -2.541
C  -0.064  1.951  1.557
C  0.572  1.843  2.792
C  -0.087  2.225  3.944
C  -1.382  2.708  3.848
C  -2.021  2.769  2.624
C  -1.391  2.358  1.451
C  -2.109  2.436  0.136
H  1.501  5.715  0.644
H  0.656  4.236  1.077
H  1.143  4.532  -0.608
H  3.704  5.844  1.131
H  5.924  4.870  1.508
H  6.264  2.433  1.254
H  4.363  0.992  0.660
H  -0.563  3.388  -1.948
H  -0.481  4.167  -4.262
H  1.269  3.316  -5.794
H  2.950  1.726  -4.978
H  3.668  0.157  -3.391
H  2.733  -0.169  -1.933
H  3.953  1.130  -1.955
H  1.595  1.488  2.854
H  0.406  2.150  4.899
H  -1.902  3.026  4.737
H  -3.034  3.137  2.569
H  -3.185  2.335  0.271
H  -1.773  1.655  -0.569
H  -1.935  3.412  -0.325
C  -0.445  -0.735  -2.675
H  0.079  0.176  -2.977
H  -1.469  -0.718  -3.048
H  0.072  -1.620  -3.055

Energy relative to the best compared isomer or geometry (same formula, charge and spin) = 89.6 kcal/mol
Charge = +2
E_LUMO (alpha / beta) = -9.442 / -9.471 eV
HOMO energy (alpha / beta) = -13.047 / -12.985 eV
Orbital gap (alpha / beta) = 0.1325 / 0.1291 hartree
Spin multiplicity = 1
Calculated total energy = -2208.99614 Ha
Strongest force on any atom = 0.1085 hartree/bohr